# 1
{
  "formula": "C5H15N2",
  "method": "wB97M-V/def2-TZVPD",
  "symbols": ["C", "C", "C", "C", "N", "C", "N", "H", "H", "H", "H", "H", "H", "H", "H", "H", "H", "H", "H", "H", "H", "H"],
  "positions_angstrom": [[0.02176, -3.81176, 1.13183], [1.24822, -1.26697, -0.51050], [0.30564, -0.39954, -0.16894], [-0.36583, 2.29016, -1.62211], [-0.50311, 3.42815, -0.73451], [-0.32969, 3.13490, 0.70048], [-0.95598, -2.75031, 1.13267], [0.26382, -4.14705, 0.10962], [-0.37199, -4.69317, 1.64739], [0.90340, -2.10658, -1.12894], [2.31034, -1.06292, -0.67023], [0.27834, 1.51737, -1.14292], [0.59703, 0.40162, 0.60689], [0.02011, 2.67316, -2.56416], [-1.32561, 1.79070, -1.83248], [0.09536, 4.19093, -1.01546], [-1.16136, 2.51594, 1.02959], [0.62209, 2.59402, 0.85754], [-0.27727, 4.08369, 1.23262], [-0.55585, -1.87206, 0.74819], [0.95260, -3.52037, 1.61406], [-1.77203, -2.98991, 0.57937]],
  "nbo_charge": [-0.44, -0.44, 0.05, -0.41, -0.50, -0.42, -0.65, 0.19, 0.25, 0.28, 0.31, 0.17, 0.27, 0.23, 0.22, 0.38, 0.21, 0.16, 0.24, 0.32, 0.21, 0.38],
  "max_force_ev_per_a": 4.32,
  "de_lowest_kj_mol": 794.95,
  "energy_ha": -308.48989,
  "homo_ev": -12.420,
  "lumo_energy_ev": -8.4,
  "orbital_gap_ev": 4.005,
  "charge": 1
}

# 2
{
  "formula": "C5H15N2",
  "method": "wB97M-V/def2-TZVPD",
  "symbols": ["C", "C", "N", "H", "H", "H", "H", "H", "H", "H", "H", "C", "C", "C", "N", "H", "H", "H", "H", "H", "H", "H"],
  "positions_angstrom": [[-1.99224, 1.12966, -0.45165], [-0.87785, 2.05669, -0.90727], [0.43723, 1.58011, -0.29632], [-2.97015, 1.43257, -0.97720], [-1.87469, 0.04351, -0.70384], [-2.22247, 1.25117, 0.63993], [-0.80875, 2.05272, -2.00946], [-1.06079, 3.12768, -0.55684], [0.41245, 1.81356, 0.70630], [1.17859, 2.10251, -0.76750], [0.52414, 0.43483, -0.38447], [0.12455, -0.91655, 1.96765], [-0.07890, -1.63276, 0.61872], [1.85250, -1.60610, -0.76928], [0.77164, -1.03229, -0.41181], [-0.40020, -1.46062, 2.75693], [1.18839, -0.82478, 2.26674], [-0.33949, 0.10614, 1.95419], [-1.11582, -1.65519, 0.26110], [0.22641, -2.67362, 0.81814], [1.96925, -2.72179, -0.64085], [2.66269, -1.04911, -1.15524]],
  "nbo_charge": [-0.66, -0.23, -0.75, 0.26, 0.22, 0.23, 0.23, 0.23, 0.42, 0.43, 0.45, -0.62, -0.25, 0.05, -0.46, 0.25, 0.23, 0.19, 0.22, 0.21, 0.19, 0.19],
  "max_force_ev_per_a": 2.48,
  "de_lowest_kj_mol": 127.55,
  "energy_ha": -308.74409,
  "homo_ev": -14.346,
  "lumo_energy_ev": -3.1,
  "orbital_gap_ev": 11.237,
  "charge": 1
}